(w)
9
Properties=species:S:1:pos:R:3 method="wB97M-V/def2-TZVPD" orbital_gap_ev="6.60 / 6.60" homo_energy_ev="-13.8 / -13.8" charge=+1
C -0.24836 -0.74052 -0.00222
N -1.52733 -0.43160 0.02270
N 0.70090 0.13980 0.18676
S 2.40493 -0.00380 -0.02781
H 0.02486 -1.77527 -0.17760
H -2.24720 -1.13758 -0.05391
H -1.84432 0.52384 0.14402
H 0.41506 1.07830 0.45016
H 2.32147 2.34684 -0.54210

(x)
9
Properties=species:S:1:pos:R:3 method="wB97M-V/def2-TZVPD" orbital_gap_ev=9.05 homo_energy_ev=-14.7 smiles="N/C=[NH+]/S" charge=+1
C -0.29143 0.51415 0.13650
N -1.71346 -0.42982 -0.20526
N 0.76944 -0.23105 -0.09674
S 2.39725 -0.10852 0.00386
H -0.13291 1.64176 0.07605
H -2.40451 -0.00820 0.41033
H -1.52404 -1.42022 0.00804
H 0.59432 -1.17563 -0.18521
H 2.30534 1.21753 -0.14757

Q: Which of them is the most stable? A: (x).

(w)
27
Properties=species:S:1:pos:R:3 method="wB97M-V/def2-TZVPD" orbital_gap_ev="8.24 / 7.96" homo_energy_ev="-12.4 / -11.9" charge=+1
C 1.51566 2.33903 -0.97818
C 1.12422 1.10537 -0.98083
C -1.69288 -1.07671 -0.34073
C -0.38919 -1.77872 -0.72341
C 0.56646 0.43320 0.10000
C 0.21560 0.92563 1.42552
C -2.32390 1.19192 0.11586
C 1.93229 -1.73883 -0.11611
N -1.55347 0.31019 -0.64982
N 0.60211 -1.07467 0.09263
H 1.96144 2.77969 -1.83648
H 1.40475 2.70240 0.04611
H 1.07976 0.53328 -1.87472
H -2.57556 -1.46255 -0.96287
H -1.88739 -1.26867 0.68484
H -0.48559 -2.80692 -0.42675
H -0.17172 -1.60954 -1.80671
H 1.05530 1.11697 2.16504
H -0.54867 0.27702 1.79569
H -0.09642 2.02160 1.31093
H -3.26954 1.35895 -0.55676
H -2.60715 0.92789 1.19617
H -1.70514 2.12947 0.06705
H 1.90362 -2.87227 -0.01792
H 2.34060 -1.46975 -1.08336
H 2.70691 -1.47423 0.48505
H 0.51573 -1.31780 1.10234

(x)
27
Properties=species:S:1:pos:R:3 method="wB97M-V/def2-TZVPD" orbital_gap_ev=10.58 homo_energy_ev=-13.4 charge=+1
C 3.95192 -1.10982 0.16897
C 2.96385 -0.41283 0.24536
C -1.66822 1.12041 -0.40389
C -1.94713 -0.46610 -0.62439
C -0.03262 0.19149 0.91745
C -0.95236 0.25666 2.03881
C 0.67553 1.79964 -0.89478
C 0.11347 -1.67437 -0.92299
N -0.31176 1.16365 -0.04662
N -0.85646 -1.19893 -0.03584
H 2.12564 0.11382 -0.03108
H 4.79693 -1.44548 0.70568
H 0.97057 -0.00529 1.34795
H -1.69125 1.55803 -1.36641
H -2.33154 1.54409 0.30320
H -2.95652 -0.64226 -0.25512
H -2.01936 -0.49437 -1.73346
H -0.64322 -0.62035 2.71106
H -2.06438 0.08536 1.71113
H -0.88211 1.10558 2.60888
H 1.74402 1.66552 -0.73958
H 0.50617 1.78043 -1.98321
H 0.46199 2.85524 -0.75674
H 0.94242 -2.01613 -0.36922
H -0.21942 -2.41482 -1.72038
H 0.55893 -0.93836 -1.51090
H -1.23507 -1.80081 0.63612

Q: Which of them is the most stable? A: (w).

(w)
24
Properties=species:S:1:pos:R:3 method="wB97M-V/def2-TZVPD" orbital_gap_ev=9.49 homo_energy_ev=-9.3 smiles="O=c1cc[nH]c(=O)[nH]1.O=c1cc[nH]c(=O)[nH]1" charge=0
C -1.21176 -1.48383 -0.44104
C -1.99350 0.62256 -1.28373
C -1.67668 -0.65455 -1.54773
C -1.56473 0.49242 1.09252
C 1.28102 1.47343 -0.56405
C 1.74241 -0.73103 -1.43226
C 1.41041 0.54408 -1.69417
C 1.65581 -0.46420 1.00871
H -0.91601 -1.39671 1.62218
H -1.68085 -1.08268 -2.55621
H -2.31062 1.31250 -2.02860
H -2.11813 2.17456 0.02901
H 1.15879 1.46115 1.45603
H 1.14950 0.94026 -2.74381
H 2.06738 -1.45650 -2.18161
H 2.20974 -2.12533 0.16216
N -1.30358 -0.83577 0.85503
N -1.88373 1.19084 -0.07475
N 1.31554 0.84010 0.70042
N 1.86124 -1.22417 -0.13561
O -0.87150 -2.64827 -0.45569
O -1.52078 1.06192 2.16088
O 1.07816 2.69738 -0.62529
O 1.64613 -0.91322 2.16956

(x)
24
Properties=species:S:1:pos:R:3 method="wB97M-V/def2-TZVPD" orbital_gap_ev=9.65 homo_energy_ev=-9.5 smiles="O=c1cc[nH]c(=O)[nH]1.O=c1cc[nH]c(=O)[nH]1" charge=0
C 1.17675 1.14830 1.79109
C 0.02736 1.41772 0.99193
C 0.24215 1.98653 -0.17068
C 2.49522 2.68664 0.23306
C -1.81623 -0.70820 -0.12543
C -0.60260 -1.32281 0.45899
C -0.11510 -2.47869 -0.06624
C -1.93069 -2.69260 -1.65597
H 2.98165 2.05878 2.18302
H -0.91276 0.86127 1.17571
H -0.76013 2.25651 -0.71678
H 1.56242 2.94829 -1.59589
H -3.24783 -1.11417 -1.50367
H -0.07981 -0.80570 1.25244
H 0.76368 -2.91512 0.37409
H -0.38334 -4.02121 -1.45593
N 2.31763 1.98147 1.42826
N 1.43043 2.60829 -0.48397
N -2.46991 -1.56435 -1.02827
N -0.72373 -3.11413 -1.10954
O 1.34612 0.23629 2.58073
O 3.47959 3.44009 -0.10270
O -2.30884 0.39592 0.11544
O -2.47205 -3.28909 -2.56968

Q: Which of them is the most stable? A: (w).

(w)
18
Properties=species:S:1:pos:R:3 method="wB97M-V/def2-TZVPD" orbital_gap_ev=9.94 homo_energy_ev=-9.2 smiles="[H]/N=C/N.CC(C)=N" charge=0
C -0.97401 0.44960 -1.50459
C 1.46813 -0.48215 -1.06957
C 0.33397 0.67991 -0.80086
N 0.71127 1.87063 -0.49592
H 1.68650 1.92209 -0.19857
H -1.77605 0.88596 -0.90488
H -1.17471 -0.61562 -1.63252
H -0.95712 0.92962 -2.48589
H 1.87468 -0.23064 -2.05006
H 2.27871 -0.39684 -0.34307
H 1.03396 -1.48025 -1.15585
N -1.20419 -1.38130 1.64882
C -0.41080 -0.28401 1.70663
N -0.61659 0.66803 2.52536
H -0.85505 -2.22517 1.22083
H -1.93740 -1.40638 2.34898
H 0.06395 1.42020 2.36881
H 0.45472 -0.32370 0.82236

(x)
18
Properties=species:S:1:pos:R:3 method="wB97M-V/def2-TZVPD" orbital_gap_ev=8.75 homo_energy_ev=-8.0 charge=0
C -0.30561 -1.27712 0.42373
C -2.01993 0.32994 -0.46100
C 1.03933 1.22969 0.61101
C -0.71937 -0.46309 -0.74730
N 0.63031 -2.16979 0.27319
N 1.98350 -0.11002 -0.94828
N 0.95501 0.74984 -0.74118
H -0.56704 -0.84772 1.35794
H -2.35280 1.07978 -1.32863
H -2.07991 0.71602 0.57800
H -2.87746 -0.40039 -0.50393
H 1.76522 2.09642 0.56868
H 0.10390 1.52568 1.05987
H 1.35139 0.49652 1.32540
H -0.70354 -1.06062 -1.69251
H 1.01030 -2.52536 1.16441
H 1.98845 -1.04001 -0.42638
H 2.05256 -0.36816 -1.92902

Q: Which of them is the most stable? A: (w).